The following is a DFT calculation (ωB97M-V with the def2-TZVPD basis set) of the molecule C12H8BrN5O at a distorted geometry.

Calculated values
**Frontier orbital gap**: 7.942 eV
**Net charge**: 0
**Strongest force on any atom**: 0.0844 Eh/bohr
**Spin multiplicity**: 1

Element x y z (Å)
Br: -1.973 6.088 -3.505
C: -1.562 4.264 -3.003
N: -0.797 3.413 -3.763
C: -0.663 2.347 -3.052
N: -1.063 2.536 -1.786
N: -1.632 3.765 -1.757
C: -0.235 2.015 -0.679
C: 0.166 0.611 -1.069
C: 0.299 -0.406 0.061
C: -0.106 -0.308 1.355
C: 0.262 -1.513 1.997
C: 0.048 -1.911 3.277
C: 0.449 -3.192 3.615
C: 1.031 -4.117 2.681
C: 1.105 -3.592 1.354
C: 0.789 -2.277 0.965
O: 0.911 -1.573 -0.211
N: 0.294 0.274 -2.398
N: -0.018 1.158 -3.375
H: 0.667 2.504 -0.563
H: -0.727 2.144 0.246
H: -0.576 0.540 1.842
H: -0.281 -1.115 3.996
H: 0.397 -3.439 4.676
H: 1.461 -5.085 2.850
H: 1.468 -4.303 0.590
H: 0.285 1.170 -4.342